No. 1
The following is a quantum chemistry calculation of a structure of composition C25H49As2IrN5PS, from the OMol25 dataset.

Kohn-Sham gap in eV: 7.1
Charge: +2
Total energy in Eh: -6570.69265

Element x y z (Å)
Ir: 1.052 0.486 -0.163
C: 4.184 2.617 -0.188
As: 2.750 1.858 0.888
C: 2.272 3.395 1.969
C: 3.839 0.720 1.994
C: 4.618 1.144 3.062
C: 5.552 0.275 3.610
C: 5.716 -1.001 3.091
C: 4.904 -1.447 2.058
C: 3.952 -0.587 1.523
As: 2.508 -1.257 0.426
C: 3.217 -2.410 -0.953
C: 1.725 -2.471 1.707
H: 4.993 2.889 0.489
H: 3.854 3.499 -0.735
H: 4.534 1.870 -0.898
H: 3.187 3.823 2.375
H: 1.604 3.120 2.784
H: 1.796 4.149 1.340
H: 4.523 2.146 3.462
H: 6.164 0.600 4.441
H: 6.462 -1.662 3.512
H: 5.005 -2.464 1.697
H: 3.391 -3.398 -0.530
H: 4.153 -2.004 -1.331
H: 2.499 -2.478 -1.766
H: 2.521 -3.095 2.112
H: 0.986 -3.089 1.214
H: 1.263 -1.898 2.508
C: -1.011 5.503 -0.958
C: 0.015 4.677 -1.635
N: 0.772 5.039 -2.616
N: 1.529 3.940 -2.907
C: 1.256 2.893 -2.139
S: 1.879 1.312 -2.214
N: 0.282 3.352 -1.311
N: -0.289 2.554 -0.321
H: -1.012 6.492 -1.409
H: -0.800 5.605 0.108
H: -2.002 5.062 -1.077
H: 2.196 3.978 -3.664
H: -1.262 2.365 -0.551
H: -0.229 3.008 0.586
C: -1.868 -3.338 1.456
C: -2.570 -1.989 1.239
C: -4.081 -2.256 1.212
C: -2.218 -1.104 2.447
P: -1.926 -1.198 -0.342
N: -0.497 -0.547 0.009
C: -1.760 -2.449 -1.740
C: -0.519 -3.317 -1.524
C: -1.533 -1.683 -3.053
C: -2.990 -3.352 -1.902
C: -3.088 0.193 -0.890
C: -4.411 -0.266 -1.520
C: -3.417 1.018 0.366
C: -2.384 1.122 -1.898
H: -2.155 -3.702 2.443
H: -0.784 -3.245 1.445
H: -2.170 -4.094 0.736
H: -4.330 -2.847 2.097
H: -4.393 -2.834 0.344
H: -4.678 -1.348 1.260
H: -2.326 -1.709 3.348
H: -2.883 -0.251 2.555
H: -1.189 -0.746 2.403
H: 0.331 -2.701 -1.245
H: -0.280 -3.811 -2.468
H: -0.662 -4.094 -0.778
H: -0.732 -0.944 -2.970
H: -2.435 -1.193 -3.407
H: -1.243 -2.405 -3.818
H: -3.101 -4.057 -1.080
H: -2.860 -3.940 -2.813
H: -3.920 -2.799 -2.008
H: -4.973 -0.951 -0.891
H: -4.262 -0.727 -2.494
H: -5.036 0.617 -1.678
H: -4.143 0.528 1.010
H: -3.863 1.966 0.055
H: -2.536 1.218 0.978
H: -2.465 0.770 -2.921
H: -1.321 1.257 -1.690
H: -2.875 2.099 -1.866

No. 2
The following is a quantum chemistry calculation of a cluster of 2 separate species, C5H4NO3 in total, from the OMol25 dataset.

Kohn-Sham gap in eV: 6.6
Charge: -1
Total energy in Eh: -473.34014
Energy above the lowest of the compared OMol25 structures with the same formula, charge and spin in kJ/mol: 336.0

Element x y z (Å)
C: -0.510 -0.124 0.893
C: -1.353 -0.572 -0.234
C: 0.568 0.596 0.647
C: 0.930 0.682 -2.147
C: -2.270 -1.401 -0.331
N: 1.685 0.567 1.596
O: 0.550 1.755 -2.460
O: -3.137 -2.218 -0.273
O: 1.508 -0.325 -2.269
H: -0.609 -0.759 1.735
H: -0.874 -0.170 -1.128
H: 1.360 0.470 2.567
H: 2.153 1.500 1.404

No. 3
The following is a quantum chemistry calculation of a structure of composition C16H30N4Ru, from the OMol25 dataset.

Spin multiplicity: 5
Kohn-Sham gap (spin up / spin down) in eV: 9.3 / 6.3
Charge: +2
⟨S²⟩: 6.03
Total energy in Eh: -940.88834

Element x y z (Å)
Ru: 0.074 -0.786 0.229
C: -0.441 0.500 3.054
C: -1.713 0.645 2.193
N: -1.973 -0.554 1.380
C: -2.330 -1.758 2.156
C: -1.642 -3.014 1.608
N: -0.241 -2.796 1.174
C: 0.792 -2.894 2.227
C: 0.656 -1.748 3.214
N: 0.536 -0.459 2.484
H: -0.697 0.209 4.074
H: 0.020 1.485 3.119
H: -1.596 1.484 1.505
H: -2.557 0.876 2.850
H: -2.703 -0.346 0.712
H: -3.406 -1.933 2.130
H: -2.074 -1.587 3.198
H: -2.194 -3.358 0.734
H: -1.688 -3.806 2.361
H: -0.041 -3.531 0.504
H: 1.760 -2.831 1.726
H: 0.748 -3.850 2.758
H: 1.528 -1.752 3.869
H: -0.214 -1.901 3.848
H: 1.448 -0.025 2.510
C: 1.743 0.295 -3.507
N: 0.589 1.110 -3.757
C: 0.606 1.893 -4.960
C: -0.394 1.422 -2.731
C: 0.228 1.871 -1.412
C: 0.283 3.251 -1.219
C: 1.039 3.805 -0.198
C: 1.809 2.976 0.601
C: 1.709 1.599 0.457
C: 0.838 1.005 -0.476
H: 1.986 -0.278 -4.405
H: 1.583 -0.374 -2.671
H: 2.608 0.931 -3.282
H: 0.988 1.300 -5.791
H: 1.278 2.755 -4.844
H: -0.388 2.264 -5.199
H: -1.043 0.558 -2.566
H: -1.014 2.223 -3.126
H: -0.266 3.901 -1.892
H: 1.069 4.878 -0.067
H: 2.484 3.399 1.333
H: 2.370 0.979 1.051
C: -0.465 -1.825 -1.508
H: -0.302 -1.364 -2.478
H: -1.522 -2.100 -1.455
H: 0.131 -2.743 -1.512

No. 4
The following is a quantum chemistry calculation of the ion C7H13N2 with charge +1, from the OMol25 dataset.

Kohn-Sham gap in eV: 8.8
Charge: +1
SMILES string: C=C=CCCC(=[NH2+])CN
Total energy in Eh: -383.69976
Energy above the lowest of the compared OMol25 structures with the same formula, charge and spin in kJ/mol: 308.3

Element x y z (Å)
C: -1.862 0.804 -0.113
C: -2.512 0.145 -1.008
C: -0.499 1.523 -0.218
C: -2.979 -0.643 -1.963
C: 0.524 0.642 -0.958
C: 2.049 0.032 1.118
C: 1.009 -0.308 0.125
N: 0.200 -1.287 0.476
N: 2.398 -1.132 1.909
H: -2.669 1.066 0.703
H: -0.691 2.246 -1.003
H: -0.258 2.002 0.749
H: -2.826 -1.655 -1.870
H: -3.580 -0.392 -2.867
H: 0.187 0.189 -1.844
H: 1.323 1.314 -1.288
H: 2.957 0.523 0.566
H: 1.732 0.879 1.765
H: -0.687 -1.366 0.032
H: 2.496 -1.003 2.956
H: 0.539 -1.899 1.194
H: 3.148 -1.681 1.540

No. 5
The following is a quantum chemistry calculation of a structure of composition C15H23N3O3, from the OMol25 dataset.

Kohn-Sham gap in eV: 8.2
Charge: 0
Total energy in Eh: -974.90752
Energy above the lowest of the compared OMol25 structures with the same formula, charge and spin in kJ/mol: 1396.6

Element x y z (Å)
C: 3.571 -2.003 -5.539
C: 2.284 -1.147 -5.022
H: 1.378 -1.485 -5.495
H: 2.503 -0.120 -5.280
O: 1.969 -1.394 -3.856
C: 1.224 -0.667 -3.249
O: 0.628 0.196 -3.895
C: 0.946 -1.085 -1.740
C: 0.067 -0.269 -1.096
C: -0.176 -0.281 0.302
C: 0.659 -1.517 1.048
N: 1.419 -2.297 0.290
C: 1.520 -1.898 -1.071
C: 2.758 -2.943 -1.426
H: 2.919 -3.649 -0.748
H: 2.415 -3.424 -2.377
H: 3.531 -2.207 -1.944
C: 0.359 -1.629 2.352
H: -0.834 -1.799 2.739
H: 0.878 -2.633 2.654
H: 0.682 -0.995 2.976
N: -0.872 0.464 0.926
C: -0.740 1.166 2.161
O: 0.430 1.226 2.667
N: -2.007 1.701 2.592
C: -1.727 2.755 3.818
C: -1.624 4.363 3.336
H: -1.379 4.665 4.489
H: -2.327 4.676 2.890
H: -0.669 4.483 2.807
H: -2.532 2.462 4.487
H: -0.865 2.309 4.150
C: -3.200 1.909 2.031
C: -3.973 0.651 2.164
H: -3.387 -0.208 1.743
H: -3.884 0.310 3.500
H: -5.078 0.512 1.861
H: -2.978 2.244 0.959
H: -3.747 2.696 2.450
H: -1.563 0.823 0.290
H: -0.353 0.761 -1.586
H: 3.598 -3.093 -5.433
H: 3.752 -1.915 -6.752
H: 4.423 -1.712 -5.169

No. 6
The following is a quantum chemistry calculation of a structure of composition C7H20ClMnSiTc, from the OMol25 dataset.

Spin multiplicity: 8
Kohn-Sham gap (spin up / spin down) in eV: 4.4 / 4.1
Charge: 0
⟨S²⟩: 16.08
Total energy in Eh: -2259.90856
Energy above the lowest of the compared OMol25 structures with the same formula, charge and spin in kJ/mol: 138.7

Element x y z (Å)
Mn: -0.556 -0.154 -0.305
Cl: -1.295 1.963 -0.538
C: -1.917 -0.998 0.828
H: -1.529 -1.534 1.711
H: -2.178 -1.747 0.057
H: -2.779 -0.346 1.056
Tc: 0.614 -1.148 -3.089
C: 2.470 -0.145 -3.232
C: -0.990 -0.909 -4.448
C: 0.163 -1.939 -1.249
H: -1.550 -1.863 -4.528
H: -1.745 -0.143 -4.184
H: -0.654 -0.675 -5.478
H: 3.261 -0.821 -2.846
H: 2.752 0.087 -4.280
H: 2.572 0.798 -2.657
H: -0.784 -2.497 -1.042
H: 0.858 -2.359 -0.467
C: 1.648 1.633 1.697
Si: 0.002 0.780 2.027
C: 0.347 -0.365 3.488
C: -1.284 1.995 2.678
H: 2.451 0.887 1.573
H: 1.901 2.259 2.567
H: 1.619 2.271 0.800
H: 0.572 0.257 4.368
H: -0.515 -0.994 3.737
H: 1.213 -1.017 3.311
H: -0.941 2.453 3.623
H: -1.495 2.804 1.954
H: -2.231 1.467 2.868